# 1
The following is a quantum chemistry calculation of a molecular structure, C39H49ClN4O2PSSi2Ti at a distorted geometry, from the OMol25 dataset.

Calculated values
ΔE to the lowest compared entry with this formula, charge and spin ... 172.55 kJ/mol
E_LUMO ... -3.130 eV
Net charge ... +1
Frontier orbital gap ... 6.99 eV

Last column: Löwdin charge in e.
Positions of all 100 atoms, in Å:
Ti  0.51  -0.02  1.70  0.80
O  -1.17  -1.73  2.19  -0.14
C  -1.44  -3.14  2.04  -0.20
C  -2.27  -3.44  0.80  -0.14
C  -1.70  -2.70  -0.41  -0.14
C  -0.23  -2.93  -0.58  -0.29
C  0.21  -4.14  -1.11  -0.01
C  1.55  -4.36  -1.33  -0.04
C  2.44  -3.33  -1.04  -0.04
C  1.94  -2.16  -0.50  -0.19
N  0.64  -1.95  -0.23  0.07
H  -1.99  -1.30  2.47  0.11
H  -1.92  -3.52  2.94  0.13
H  -0.46  -3.61  1.95  0.10
H  -3.31  -3.14  0.95  0.12
H  -2.26  -4.52  0.63  0.12
H  -1.88  -1.64  -0.29  0.07
H  -2.21  -3.03  -1.32  0.13
H  -0.52  -4.90  -1.36  0.13
H  1.90  -5.30  -1.74  0.12
H  3.50  -3.43  -1.22  0.12
H  2.62  -1.36  -0.26  0.03
C  -0.81  3.44  -0.53  -0.21
Si  -0.59  3.26  1.35  0.49
C  -2.42  3.34  1.92  -0.16
C  0.55  4.71  1.76  -0.16
N  -0.01  1.76  2.17  -0.18
C  -0.04  1.90  3.57  -0.29
C  -0.39  3.06  4.28  -0.05
C  -0.40  3.07  5.66  -0.06
C  -0.06  1.93  6.38  -0.07
C  0.30  0.78  5.70  -0.04
C  0.31  0.75  4.30  -0.29
N  0.64  -0.36  3.54  -0.21
Si  1.38  -1.76  4.33  0.47
C  1.90  -2.98  2.98  -0.17
C  2.95  -1.25  5.25  -0.16
C  0.12  -2.56  5.50  -0.16
H  -1.35  2.64  -1.05  -0.01
H  -1.42  4.34  -0.65  0.06
H  0.13  3.61  -1.05  0.02
H  -2.62  4.27  2.45  0.04
H  -2.66  2.53  2.61  0.04
H  -3.11  3.31  1.07  0.04
H  0.00  5.56  2.17  0.04
H  1.05  5.05  0.86  0.04
H  1.32  4.43  2.48  0.02
H  -0.65  3.97  3.76  0.07
H  -0.67  3.98  6.18  0.11
H  -0.06  1.95  7.46  0.11
H  0.56  -0.10  6.26  0.09
H  1.69  -2.61  1.97  -0.03
H  1.41  -3.95  3.10  0.04
H  2.98  -3.16  3.03  0.04
H  3.82  -1.30  4.60  0.02
H  3.13  -1.92  6.10  0.04
H  2.89  -0.24  5.64  0.03
H  -0.07  -3.60  5.24  0.03
H  -0.84  -2.03  5.49  0.03
H  0.49  -2.54  6.52  0.04
Cl  1.12  1.11  -0.51  0.78
C  1.89  0.95  -2.08  -0.54
C  3.22  1.34  -2.16  -0.07
C  3.86  1.26  -3.39  -0.05
C  3.16  0.81  -4.50  -0.05
C  1.83  0.43  -4.40  -0.09
C  1.16  0.50  -3.18  -0.38
P  -0.62  0.05  -2.96  1.10
C  -0.82  -1.16  -4.32  -0.38
C  0.07  -2.24  -4.38  -0.12
C  -0.12  -3.25  -5.30  -0.08
C  -1.21  -3.23  -6.15  -0.08
C  -2.11  -2.18  -6.09  -0.07
C  -1.93  -1.15  -5.17  -0.08
C  -1.44  1.55  -3.65  -0.39
C  -2.80  1.67  -3.36  -0.14
C  -3.52  2.78  -3.77  -0.08
C  -2.87  3.81  -4.44  -0.07
C  -1.52  3.70  -4.73  -0.06
C  -0.80  2.58  -4.33  -0.07
H  3.74  1.70  -1.28  0.11
H  4.89  1.55  -3.47  0.12
H  3.66  0.77  -5.46  0.11
H  1.30  0.10  -5.28  0.12
H  0.92  -2.26  -3.71  0.10
H  0.59  -4.07  -5.35  0.11
H  -1.36  -4.03  -6.87  0.11
H  -2.97  -2.15  -6.75  0.11
H  -2.63  -0.33  -5.13  0.10
H  -3.31  0.87  -2.83  0.10
H  -4.57  2.86  -3.54  0.11
H  -3.42  4.69  -4.74  0.11
H  -1.01  4.49  -5.26  0.11
H  0.26  2.51  -4.55  0.10
O  -1.68  0.36  0.52  -0.12
H  -2.20  1.10  0.87  0.04
H  -1.55  0.56  -0.43  -0.01
S  2.99  -0.05  1.82  0.67
C  3.13  1.61  1.85  -0.82
N  3.28  2.75  1.79  0.10

# 2
The following is a quantum chemistry calculation of 4 unconnected molecules or ions with the total composition C39H49F13IN3O6S at a distorted geometry, from the OMol25 dataset.

Calculated values
SMILES ... CCCCCCCCc1cccc2c1C(=O)c1c(CCC(F)(F)C(F)(F)C(F)(F)C(F)(F)S(F)(F)(F)(F)F)cc(CC(=O)I)cc1C2=O.CNC(C)=O.CNC(C)=O.CNC(C)=O
E_LUMO ... -0.680 eV
Frontier orbital gap ... 8.83 eV

Last column: Löwdin charge in e.
Positions of all 112 atoms, in Å:
C  2.35  -3.18  -0.61  -0.11
C  1.65  -3.75  0.66  -0.23
C  1.00  -5.13  0.30  -0.20
C  -0.54  -5.09  0.52  -0.18
C  -1.12  -3.99  -0.41  -0.20
C  -2.42  -4.38  -1.20  -0.16
C  -3.42  -3.23  -1.00  -0.19
C  -4.58  -3.19  -2.02  -0.12
C  -4.05  -3.25  -3.43  -0.17
C  -4.30  -4.36  -4.22  -0.03
C  -3.83  -4.46  -5.50  -0.06
C  -3.06  -3.47  -6.05  -0.01
C  -2.79  -2.36  -5.29  -0.09
C  -3.30  -2.23  -4.00  -0.03
C  -2.95  -0.93  -3.30  -0.24
O  -3.79  -0.32  -2.66  0.13
C  -1.53  -0.46  -3.52  -0.02
C  -0.70  0.10  -2.56  -0.12
C  -1.16  0.38  -1.14  -0.10
C  -0.34  -0.41  -0.09  -0.04
C  -0.30  0.20  1.31  -0.39
F  -0.55  1.54  1.29  0.12
F  1.01  0.11  1.73  0.08
C  -1.10  -0.51  2.43  -0.35
F  -0.93  -1.85  2.24  0.13
F  -0.62  -0.29  3.65  0.17
C  -2.66  -0.32  2.39  -0.34
F  -3.12  -1.23  3.28  0.15
F  -3.10  -0.76  1.20  0.15
C  -3.17  1.08  2.88  -0.41
F  -2.20  1.84  3.39  0.13
F  -3.98  0.87  3.93  0.13
S  -4.18  2.14  1.66  0.79
F  -3.26  3.42  1.96  -0.15
F  -5.13  2.62  2.85  -0.13
F  -5.17  0.94  1.38  -0.11
F  -3.23  1.80  0.45  -0.12
F  -5.05  3.04  0.68  -0.11
C  0.58  0.47  -2.91  0.02
C  1.06  0.30  -4.17  -0.20
C  2.48  0.71  -4.57  -0.14
C  3.29  -0.56  -4.89  -0.80
O  3.04  -1.30  -5.79  0.02
I  4.98  -0.97  -3.59  0.77
C  0.24  -0.23  -5.15  0.04
C  -1.02  -0.62  -4.81  -0.07
C  -1.93  -1.25  -5.84  -0.26
O  -1.96  -0.90  -7.00  0.13
H  2.58  -2.13  -0.43  0.04
H  3.27  -3.75  -0.79  0.08
H  1.70  -3.29  -1.48  0.06
H  0.89  -3.04  1.01  0.08
H  2.43  -3.92  1.40  0.08
H  1.44  -5.97  0.85  0.10
H  1.15  -5.28  -0.78  0.10
H  -0.69  -4.80  1.57  0.11
H  -1.01  -6.06  0.34  0.10
H  -0.35  -3.60  -1.08  0.10
H  -1.43  -3.17  0.24  0.06
H  -2.77  -5.32  -0.76  0.11
H  -2.10  -4.50  -2.24  0.11
H  -3.84  -3.33  0.01  0.12
H  -2.84  -2.30  -1.05  0.08
H  -5.26  -4.01  -1.81  0.12
H  -5.11  -2.25  -1.85  0.11
H  -4.90  -5.17  -3.82  0.12
H  -4.09  -5.35  -6.07  0.11
H  -2.68  -3.60  -7.06  0.13
H  -2.21  0.10  -1.02  0.08
H  -1.12  1.47  -1.02  0.13
H  0.69  -0.44  -0.45  0.12
H  -0.69  -1.44  -0.12  0.09
H  1.26  0.93  -2.18  0.14
H  2.92  1.32  -3.79  0.10
H  2.39  1.25  -5.52  0.14
H  0.56  -0.36  -6.18  0.14
C  -1.39  5.79  3.89  -0.08
N  -1.15  7.22  3.94  0.00
C  -0.49  8.00  3.04  -0.56
C  0.08  7.32  1.82  -0.01
O  -0.37  9.20  3.24  0.03
H  -2.47  5.62  3.90  0.08
H  -0.95  5.32  4.77  0.08
H  -0.97  5.35  2.99  0.06
H  -1.50  7.74  4.74  0.14
H  0.57  8.06  1.20  0.08
H  0.81  6.56  2.11  0.07
H  -0.72  6.86  1.24  0.09
C  5.04  0.46  1.63  -0.05
N  4.64  -0.93  1.52  0.02
C  5.00  -1.98  2.30  -0.54
C  5.95  -1.71  3.44  -0.01
O  4.57  -3.10  2.07  0.03
H  4.15  1.08  1.77  0.06
H  5.53  0.76  0.70  0.09
H  5.72  0.62  2.46  0.08
H  4.00  -1.19  0.78  0.11
H  6.15  -2.63  3.97  0.08
H  6.90  -1.31  3.07  0.08
H  5.51  -0.99  4.14  0.08
C  3.91  5.10  3.95  -0.07
N  4.04  4.75  2.55  0.01
C  3.39  3.78  1.86  -0.56
C  2.38  2.94  2.61  -0.02
O  3.61  3.60  0.67  0.02
H  3.60  6.15  4.02  0.08
H  4.87  4.99  4.44  0.08
H  3.18  4.48  4.45  0.07
H  4.70  5.26  1.98  0.14
H  1.94  2.22  1.93  0.05
H  2.86  2.40  3.43  0.09
H  1.58  3.57  3.01  0.08

Question: The highest E_LUMO belongs to which entry?
Answer: C39H49F13IN3O6S

Question: What is the E_LUMO in the first record?
Answer: -3.130 eV